ORCA calculation (wB97M-V/def2-TZVPD) on 2 unconnected molecules or ions with the total composition C4H12 in a non-equilibrium geometry.

Summary:
E_LUMO (spin up / spin down) = -2.99 / -11.54 eV
expectation value of S² = 0.7532
multiplicity = 2
charge = +1
ΔE to the lowest compared entry with this formula, charge and spin = 0.908 eV
HOMO energy (spin up / spin down) = -15.89 / -14.67 eV

Bonds (Å) are listed after each position.
Cartesian coordinates (Å):
1 C -1.8349 -0.6260 -0.8337  C2 1.573, H3 1.096, H4 1.090, H5 1.115
2 C -2.7036 0.6019 -1.2935  C1 1.573, H6 1.117, H7 1.078, H8 1.148
3 H -1.9510 -0.6177 0.2558  C1 1.096
4 H -1.9306 -1.5511 -1.4022  C1 1.090
5 H -0.7564 -0.3674 -0.9525  C1 1.115
6 H -3.7207 0.2384 -1.0105  C2 1.117
7 H -2.4041 0.8491 -2.2995  C2 1.078
8 H -2.6756 1.5005 -0.5789  C2 1.148
9 C 1.4970 0.0481 0.9503  C10 1.499, H11 1.107, H12 1.105, H13 1.081
10 C 2.9938 0.0149 1.0214  C9 1.499, H14 1.077, H15 1.113, H16 1.077
11 H 1.0457 0.2341 1.9435  C9 1.107
12 H 1.0920 0.7017 0.1568  C9 1.105
13 H 1.1039 -0.9376 0.7457  C9 1.081
14 H 3.5207 0.0828 0.0841  C10 1.077
15 H 3.2388 -0.9194 1.5736  C10 1.113
16 H 3.4849 0.7478 1.6397  C10 1.077